(1)
# CH6FN4

A structure of composition CH6FN4 at a distorted geometry (ωB97M-V/def2-TZVPD, the Open Molecules 2025 dataset).

Structure (XYZ):
```
12
Properties=species:S:1:pos:R:3:forces:R:3:nbo_charge:R:1
C -0.5773 -0.0350 -0.2282 -3.909 1.553 0.883 0.629
N 0.4125 -0.8865 -0.2355 -0.016 -1.512 -1.883 -0.246
N -0.4793 1.3163 -0.3231 1.426 -2.312 0.247 -0.730
N -1.8711 -0.5346 -0.0813 2.435 1.838 -0.490 -0.736
N 1.5828 -0.8380 0.0922 0.092 4.430 4.613 0.059
F 2.3232 0.6572 -0.0193 -0.903 -1.808 -0.309 -0.390
H 0.4050 1.7281 -0.4831 1.209 0.140 -0.051 0.442
H -1.2166 1.9259 -0.5283 -1.571 0.446 -0.179 0.424
H -2.0000 -1.5091 0.1528 -0.322 0.260 -0.090 0.443
H -2.5880 0.2083 -0.0475 0.279 -1.413 0.120 0.428
H 2.3280 -1.4016 -0.2159 1.009 -1.253 -0.933 0.444
H 1.6807 -0.6312 1.9173 0.271 -0.369 -1.928 0.232
```
Forces are in eV/Å.

As for the HOMO energy (alpha / beta): -14.86 / -14.63 eV. Its net charge is +1. The value obtained for the total energy is -9799.1521 eV. The spin multiplicity is 1.

***

(2)
# C2ClF3

A cluster of 2 separate species, C2ClF3 in total at a distorted geometry (ωB97M-V/def2-TZVPD, the Open Molecules 2025 dataset).

Structure (XYZ):
```
6
Properties=species:S:1:pos:R:3:forces:R:3:nbo_charge:R:1
C -1.2488 0.2411 0.4442 0.109 0.047 1.028 0.623
C 1.0188 -0.2616 -0.1466 -1.973 -1.304 -0.942 0.285
F -1.4306 1.4381 -0.0629 -0.051 -0.221 -0.336 -0.345
F -1.9828 -0.5730 -0.2676 0.069 0.181 -0.387 -0.340
F 1.2854 -1.5273 0.0800 0.352 0.669 0.211 -0.307
Cl 2.3580 0.6825 -0.0471 1.494 0.628 0.426 0.085
```
Forces are in eV/Å.

As for the HOMO energy: -9.29 eV. Its net charge is 0. The value obtained for the total energy is -22743.7353 eV. The spin multiplicity is 1.

***

(3)
# C7H28NO6

A cluster of 7 separate species, C7H28NO6 in total at a distorted geometry (ωB97M-V/def2-TZVPD, the Open Molecules 2025 dataset).

Structure (XYZ):
```
42
Properties=species:S:1:pos:R:3:forces:R:3:nbo_charge:R:1
C 1.2929 2.5958 0.0246 -1.296 -0.835 0.604 -0.610
C 0.5819 1.2972 0.4446 -1.046 -0.321 -1.270 -0.052
C 1.2986 0.4785 1.4820 0.711 -1.607 2.392 -0.431
C 2.4942 -0.4675 0.9167 -0.860 2.280 -0.302 -0.413
C 0.8741 -3.6524 -0.5788 -0.415 3.910 -1.996 -0.673
C 1.5765 -2.6664 0.2546 1.504 -0.274 1.337 -0.136
C 1.8836 -1.3869 -0.1172 0.511 -2.227 2.064 -0.266
N -0.8761 1.5054 0.8301 -2.326 1.250 1.727 -0.798
H 2.0769 2.2618 -0.5889 1.440 -0.014 -0.655 0.231
H 1.6247 3.1769 0.8559 0.545 0.105 0.680 0.210
H 0.6945 3.2642 -0.5617 -0.640 0.104 -0.517 0.214
H 0.5097 0.6252 -0.4649 -0.096 0.878 0.886 0.217
H 1.7073 1.0319 2.3453 0.199 0.717 -0.752 0.220
H 0.6111 -0.1718 2.1566 0.580 0.485 -1.866 0.225
H 2.8793 -0.9170 1.8960 0.031 0.268 -1.955 0.242
H 3.2165 0.2204 0.3034 -0.730 -1.140 1.794 0.208
H 1.3956 -3.7119 -1.4947 0.712 -0.597 -1.230 0.227
H 0.7510 -4.5512 -0.1672 -0.487 -3.505 1.664 0.210
H -0.0527 -3.1908 -0.8983 -0.565 -0.331 0.040 0.235
H 1.9510 -3.2839 1.2232 -0.663 2.679 -1.649 0.212
H 1.7630 -0.9632 -1.1337 -0.277 -0.607 0.702 0.201
H -1.5581 1.8317 0.0773 1.139 -1.332 0.119 0.465
H -1.2892 0.6088 1.3841 0.545 2.096 -1.382 0.485
H -1.1113 2.4497 1.3862 1.766 -2.421 -0.437 0.462
H -0.6743 -2.1278 -3.4815 -0.130 0.028 0.473 0.471
H 0.2844 -1.2351 -2.6824 -2.684 -1.377 0.184 0.495
O -0.6482 -1.6918 -2.6135 2.272 1.148 -0.334 -0.973
H -2.7180 -2.8170 0.1389 1.814 2.355 -3.530 0.461
H -2.6589 -4.1101 0.7649 -2.354 2.951 0.787 0.489
O -3.2085 -3.1829 0.7993 0.715 -5.052 2.580 -0.928
H 1.8930 -0.8180 -4.9271 -1.030 0.066 1.863 0.497
H 0.3768 -0.4951 -4.8124 2.536 -0.694 2.394 0.488
O 1.2024 -0.7377 -4.1866 -1.093 0.926 -4.609 -0.972
H -3.6248 3.2942 -0.6010 0.485 -0.213 -0.007 0.503
H -2.2377 3.9827 -0.9002 -1.173 -2.387 0.898 0.501
O -2.6691 3.1060 -0.5647 0.587 2.725 -0.974 -0.977
H -1.2834 4.1738 2.7289 -1.815 1.519 2.331 0.497
H 0.2535 4.6200 2.2439 -2.037 -0.615 0.638 0.523
O -0.5561 4.0398 2.1991 3.629 -0.738 -2.813 -0.990
H -3.0873 -0.3106 2.6008 -0.952 0.076 0.630 0.492
H -2.5787 -1.5126 1.6605 0.380 2.500 1.372 0.530
O -2.3601 -0.5624 2.0576 0.566 -2.778 -1.881 -0.991
```
Forces are in eV/Å.

As for the HOMO energy: -11.31 eV. Its net charge is +1. The value obtained for the total energy is -21479.5983 eV. The spin multiplicity is 1.

***

(4)
# C23H26IO6

A cluster of 2 separate species, C23H26IO6 in total at a distorted geometry (ωB97M-V/def2-TZVPD, the Open Molecules 2025 dataset).

Structure (XYZ):
```
56
Properties=species:S:1:pos:R:3:forces:R:3:nbo_charge:R:1
C 2.4385 2.6493 3.6685 -0.788 -0.457 -1.297 -0.404
C 1.8648 2.4348 2.3575 0.836 0.082 1.605 -0.230
C 1.0562 1.1099 1.9532 -0.550 -0.465 0.018 -0.064
C 1.7009 -0.0844 1.4842 -1.970 2.728 0.814 -0.040
C 3.2799 -0.1537 1.3361 0.201 -1.352 0.373 -0.457
C 3.8201 -0.5879 -0.1105 0.400 0.249 -0.477 -0.400
C 2.8579 -0.2487 -1.3428 0.748 -0.210 -0.957 -0.409
C 2.9259 1.2712 -1.8697 -0.841 -0.442 -0.803 -0.632
C 0.7444 -1.3438 1.1660 1.899 -1.726 -0.124 0.518
O 1.3146 -2.4747 1.0964 -2.270 3.569 0.059 -0.560
C -0.8215 -1.1730 0.9334 -3.412 1.232 -0.265 -0.045
C -1.7443 -2.2076 0.2496 -0.933 1.676 0.992 0.029
C -1.1822 -3.6032 -0.2749 -1.393 0.453 -0.497 -0.481
C -0.3714 -3.4853 -1.6596 1.178 -2.046 0.884 -0.303
C -0.0107 -5.0032 -2.1346 -0.507 -0.017 0.694 -0.641
I -1.5149 -2.5601 -3.2708 0.404 -0.121 0.731 0.076
C -3.2860 -1.9394 0.0774 2.336 2.832 1.962 -0.216
C -3.8904 -0.6189 0.6032 2.465 -0.825 0.611 0.007
C -5.4548 -0.3721 0.4489 1.208 2.002 -2.353 -0.453
C -5.5222 0.7959 -0.8182 -2.370 -3.200 -1.232 0.209
C -5.0917 0.1797 -2.3368 0.170 2.435 0.853 -0.473
O -6.5919 0.5762 -1.8462 3.392 2.762 3.605 -0.509
C -2.9940 0.4781 1.2795 1.321 -4.173 -1.526 -0.205
C -1.4940 0.1531 1.4321 -1.113 -1.111 -0.862 -0.096
C -0.5465 1.2035 2.1510 -0.248 1.203 0.806 0.522
O -1.0163 2.1297 2.8585 1.297 -2.996 -2.358 -0.524
H 1.8119 2.7227 4.6300 0.977 -1.767 -1.359 0.197
H 3.5756 2.7783 3.8218 -2.077 1.439 -0.682 0.215
H 2.0235 3.3100 1.6008 0.935 -2.440 0.448 0.304
H 3.6397 -0.9681 2.0779 -0.616 1.259 -1.089 0.228
H 3.8337 0.7980 1.6400 -1.498 -1.093 -0.355 0.264
H 4.1578 -1.6940 -0.1412 -0.919 1.688 0.171 0.207
H 4.7950 0.0127 -0.2862 -1.551 -0.933 0.255 0.216
H 1.7575 -0.5114 -1.1943 1.486 0.156 0.134 0.194
H 3.2181 -0.9109 -2.2234 -0.598 0.901 1.450 0.198
H 1.8835 1.7398 -1.7099 1.916 -0.308 0.013 0.213
H 3.7748 1.8973 -1.4406 -1.351 -0.767 -0.359 0.249
H 3.0495 1.2286 -3.0208 -0.078 0.190 1.841 0.199
H -2.1083 -4.2589 -0.5113 1.382 1.055 0.340 0.211
H -0.6152 -4.1693 0.5447 -0.391 1.127 -1.370 0.262
H 0.6251 -2.9440 -1.5364 -1.623 -0.380 -0.142 0.242
H 0.8937 -5.0315 -2.8300 -1.367 0.072 0.903 0.227
H 0.2092 -5.6263 -1.1835 -0.080 1.050 -1.500 0.212
H -0.9230 -5.5140 -2.6207 1.465 0.931 0.588 0.215
H -3.9632 -2.7296 -0.4103 1.292 1.412 0.817 0.241
H -5.9545 0.1325 1.3401 0.768 -0.922 -1.036 0.233
H -6.0107 -1.2722 0.0303 0.776 1.247 0.745 0.250
H -5.1752 1.9152 -0.5534 -0.842 -2.658 -0.911 0.229
H -5.5278 0.4260 -3.3530 0.962 -1.806 0.337 0.324
H -4.3556 1.0986 -2.4005 -1.476 -0.002 -0.276 0.193
H -3.5043 1.4330 1.6223 1.172 -1.367 -0.310 0.246
C 4.0758 5.7022 0.1555 1.974 -0.548 0.130 0.936
O 3.5529 4.5543 0.2607 0.220 -0.508 0.127 -0.871
O 3.1255 6.6726 0.0314 -1.174 0.349 -0.064 -0.754
O 5.2669 6.0587 0.1488 -0.686 -0.320 0.005 -0.773
H 2.3973 6.0242 0.0796 -0.459 0.864 -0.112 0.476
```
Forces are in eV/Å.

As for the HOMO energy: -4.52 eV. Its net charge is -1. The value obtained for the total energy is -44644.5676 eV. The spin multiplicity is 1.

***

(5)
# C46H53BF17N17O6

A cluster of 18 separate species, C46H53BF17N17O6 in total at a distorted geometry (ωB97M-V/def2-TZVPD, the Open Molecules 2025 dataset).

Structure (XYZ):
```
140
Properties=species:S:1:pos:R:3:forces:R:3:lowdin_charge:R:1
O 7.0159 -1.7658 0.8818 -0.075 0.618 -0.056 0.207
C 6.0725 -2.4254 1.1565 0.835 -0.203 -0.022 -0.348
O 6.1851 -3.7968 1.1549 -0.699 0.209 0.017 0.157
C 4.9293 -4.3283 1.4181 0.070 0.488 -0.062 -0.374
O 4.7324 -5.4901 1.3210 -0.153 -0.560 0.167 0.179
C 4.0183 -3.2113 1.7486 -0.299 -0.267 0.444 0.035
C 2.5823 -3.3968 2.1896 1.003 0.134 -0.528 -0.372
F 2.1949 -2.2955 2.8647 -0.433 -0.376 -0.116 0.143
F 2.4698 -4.4990 2.9751 -0.329 0.445 -0.065 0.140
C 1.7138 -3.6115 0.9085 0.398 -0.557 0.138 -0.318
F 2.1693 -4.7653 0.3529 -0.120 0.382 -0.045 0.144
F 1.9845 -2.6169 0.0389 -0.481 0.071 0.382 0.145
C 0.1791 -3.8002 1.1251 -0.322 -0.657 0.240 -0.318
F -0.0596 -5.1373 1.1894 0.106 0.417 0.014 0.149
F -0.2361 -3.2862 2.3002 0.053 0.197 -0.409 0.161
C -0.7035 -3.3023 -0.0628 0.344 -0.354 -0.070 -0.298
F -0.1358 -3.8440 -1.1802 -0.365 0.202 0.359 0.122
F -1.9210 -3.8647 0.0764 0.301 0.358 0.014 0.155
C -0.7885 -1.7416 -0.2519 0.768 0.182 -1.247 -0.309
F -0.1023 -1.4413 -1.3880 -1.045 -0.909 0.690 0.093
F -0.1631 -1.0991 0.7551 -0.430 -0.201 0.057 0.154
C -2.2119 -1.1516 -0.4785 -0.022 0.184 -0.096 -0.338
F -2.0486 0.0680 -1.0311 0.000 -0.132 0.269 0.157
F -2.8634 -1.9075 -1.3876 0.165 -0.069 0.234 0.166
C -3.1411 -0.9772 0.7555 -0.567 0.204 -0.054 -0.327
F -3.4560 -2.1603 1.3108 0.257 0.124 -0.103 0.169
F -4.2864 -0.4400 0.2684 0.294 -0.032 0.013 0.156
C -2.6535 -0.0329 1.8995 -0.469 -0.232 0.020 -0.579
F -3.7229 0.3489 2.5899 -0.346 0.141 0.140 0.185
F -2.0501 1.0473 1.4403 0.270 0.276 -0.202 0.198
F -1.8574 -0.6741 2.7329 0.466 -0.261 0.184 0.191
C 4.6690 -2.0507 1.5856 -0.324 -0.370 0.073 -0.113
O 4.2077 -0.8361 1.7806 0.204 0.052 -0.463 0.215
B 4.5626 0.2288 0.8711 0.380 0.641 0.065 -0.785
O 5.7425 0.8740 1.0950 -0.011 -0.755 -0.353 0.204
O 3.7209 0.5634 -0.1305 0.063 -0.337 0.682 0.193
H 6.1917 1.0762 0.2641 -0.142 0.429 0.254 0.126
H 2.8239 0.2155 -0.0047 0.097 0.000 -0.538 0.074
C 2.4384 -4.5913 -3.2807 0.093 -0.001 -0.021 -0.057
C 3.3240 -3.6850 -2.5572 -0.048 0.038 -0.014 -0.263
N 4.0080 -2.9573 -1.9921 0.126 -0.018 0.016 0.161
H 1.5501 -4.8006 -2.6900 0.025 -0.010 0.033 0.053
H 2.1417 -4.1335 -4.2228 -0.016 -0.023 -0.004 0.087
H 2.9525 -5.5278 -3.4875 -0.034 -0.018 -0.001 0.088
C 2.1608 1.1985 -3.9633 0.002 -0.027 0.013 -0.055
C 1.7100 0.7739 -2.6472 -0.087 -0.037 -0.023 -0.208
N 1.3573 0.4112 -1.6180 0.370 0.640 -0.016 0.170
H 3.2449 1.2640 -3.9732 0.008 0.033 0.016 0.042
H 1.8366 0.4795 -4.7142 -0.021 0.017 -0.010 0.088
H 1.7477 2.1767 -4.2000 -0.017 0.000 0.062 0.036
C -1.3806 3.1634 5.6028 0.256 -0.017 -0.083 -0.085
C -0.3336 4.0886 6.0173 -0.017 0.089 0.167 -0.293
N 0.4780 4.8190 6.3741 -0.019 -0.062 -0.090 0.134
H -2.0345 2.9507 6.4403 -0.085 -0.010 0.003 0.024
H -1.9709 3.6046 4.8019 -0.031 -0.003 0.015 0.077
H -0.9320 2.2358 5.2481 -0.006 0.003 -0.022 0.080
C 6.6536 0.1268 -5.3504 -0.017 -0.016 0.025 -0.054
C 5.7335 1.2577 -5.3558 0.006 0.092 -0.017 -0.264
N 5.0100 2.1501 -5.3557 0.042 -0.068 -0.155 0.138
H 7.6584 0.4737 -5.1184 0.006 -0.001 -0.017 0.090
H 6.3409 -0.5974 -4.5995 0.000 0.007 0.005 0.084
H 6.6611 -0.3457 -6.3308 0.031 0.020 -0.008 0.075
C 3.2342 -7.8568 2.9041 -0.054 -0.064 0.042 -0.070
C 2.6049 -8.1165 4.1946 -0.029 -0.013 0.069 -0.284
N 2.1097 -8.3167 5.2111 0.025 0.018 -0.073 0.116
H 4.3159 -7.9265 2.9963 0.004 0.026 -0.017 0.085
H 2.8915 -8.5869 2.1729 0.010 -0.004 0.002 0.086
H 2.9780 -6.8598 2.5584 0.037 0.027 -0.032 0.045
C 2.8053 -1.3158 6.8576 0.003 0.001 -0.013 -0.055
C 3.6207 -1.8979 5.7989 0.039 -0.029 -0.047 -0.243
N 4.2575 -2.3561 4.9619 0.092 0.006 0.047 0.175
H 1.7617 -1.5865 6.7082 0.001 -0.006 0.003 0.084
H 3.1359 -1.6894 7.8247 -0.008 0.003 0.004 0.085
H 2.9003 -0.2318 6.8414 0.002 0.001 0.006 0.085
C -6.8468 2.8717 7.1214 0.000 0.004 0.065 -0.061
C -5.3957 2.8776 6.9913 0.094 0.004 0.012 -0.248
N -4.2522 2.8872 6.8880 -0.258 -0.022 0.023 0.150
H -7.1307 3.2242 8.1113 0.022 -0.006 0.006 0.087
H -7.2868 3.5208 6.3689 -0.052 -0.019 0.010 0.050
H -7.2277 1.8628 6.9765 -0.008 0.008 -0.023 0.090
C 1.8107 4.4076 -6.5408 0.017 -0.031 0.015 -0.065
C 0.6854 3.4826 -6.4655 -0.032 -0.049 0.063 -0.297
N -0.1919 2.7451 -6.3884 0.035 0.068 0.011 0.134
H 2.6576 4.0030 -5.9860 -0.001 0.005 0.006 0.066
H 2.0986 4.5532 -7.5805 -0.001 0.008 0.001 0.079
H 1.5281 5.3652 -6.1083 0.012 -0.008 0.025 0.083
C 7.8884 -2.2235 4.5229 -0.009 -0.010 -0.002 -0.076
C 9.2504 -1.9584 4.9728 0.069 0.021 0.011 -0.284
N 10.3206 -1.7492 5.3317 -0.068 -0.017 -0.015 0.119
H 7.3666 -1.2850 4.3434 -0.014 -0.010 -0.012 0.081
H 7.9105 -2.8001 3.5994 0.010 0.007 -0.004 0.072
H 7.3500 -2.7883 5.2814 -0.030 0.010 -0.016 0.074
C -1.7268 -6.3040 -2.9358 0.003 -0.033 -0.012 -0.052
C -0.5987 -6.9878 -3.5593 0.186 -0.139 -0.094 -0.280
N 0.2889 -7.5266 -4.0538 -0.185 0.203 0.100 0.128
H -2.0632 -6.8596 -2.0624 0.005 0.002 0.001 0.094
H -1.4279 -5.3047 -2.6284 -0.020 0.008 0.003 0.059
H -2.5542 -6.2333 -3.6386 -0.034 -0.007 0.039 0.048
C -6.3504 4.4041 3.2400 0.161 -0.041 0.072 -0.074
C -7.5256 3.6692 3.6894 -0.184 -0.106 -0.038 -0.291
N -8.4598 3.0919 4.0313 0.174 0.150 -0.044 0.137
H -5.4447 3.9493 3.6402 -0.041 -0.057 0.014 0.074
H -6.3068 4.3875 2.1527 0.007 0.037 -0.007 0.086
H -6.4162 5.4377 3.5709 -0.006 0.018 -0.039 0.055
C 5.2748 2.1015 -9.3678 0.005 0.016 -0.013 -0.068
C 6.6218 1.6068 -9.1074 0.037 -0.028 0.120 -0.286
N 7.6747 1.2140 -8.8724 -0.078 -0.009 -0.005 0.130
H 5.3259 3.0293 -9.9345 -0.010 -0.001 -0.003 0.083
H 4.7140 1.3645 -9.9395 -0.004 0.008 -0.005 0.083
H 4.7670 2.2861 -8.4218 0.016 0.000 0.009 0.063
C 1.5396 4.3715 3.1772 0.032 0.027 -0.281 -0.076
C 2.4974 3.7330 2.2773 0.162 -0.041 0.196 -0.249
N 3.3037 3.2347 1.6295 -0.146 -0.003 -0.012 0.170
H 1.8374 5.4050 3.3421 -0.043 0.011 0.051 0.087
H 0.5449 4.3555 2.7341 -0.009 0.011 0.023 0.079
H 1.5192 3.8619 4.1354 0.058 -0.016 0.009 0.049
C -9.8786 5.7580 1.5578 -0.004 -0.065 0.017 -0.080
C -8.7872 6.5310 2.1370 0.030 0.074 0.084 -0.287
N -7.9295 7.1198 2.6234 -0.097 -0.053 -0.065 0.140
H -10.1157 4.9194 2.2118 0.020 0.005 0.008 0.071
H -10.7573 6.3890 1.4464 0.005 0.006 -0.018 0.070
H -9.5874 5.3840 0.5786 -0.007 0.046 -0.020 0.077
C -4.0088 -6.3337 -6.6130 -0.012 -0.005 0.029 -0.066
C -4.6743 -6.6087 -5.3436 -0.162 -0.061 0.198 -0.292
N -5.1998 -6.8250 -4.3440 0.198 0.079 -0.231 0.134
H -2.9317 -6.4469 -6.4995 0.001 -0.010 -0.014 0.078
H -4.3605 -7.0306 -7.3710 0.010 -0.001 -0.007 0.084
H -4.2298 -5.3172 -6.9323 0.003 -0.001 -0.008 0.084
C -1.7783 3.9589 -3.2376 -0.006 -0.015 0.075 -0.068
C -0.3518 4.1803 -3.0351 0.103 -0.034 -0.120 -0.281
N 0.7780 4.3442 -2.9106 -0.065 0.012 -0.043 0.145
H -2.3151 4.1280 -2.3060 -0.009 -0.005 -0.004 0.079
H -2.1526 4.6428 -3.9966 0.001 -0.010 -0.010 0.082
H -1.9442 2.9358 -3.5696 0.010 0.002 -0.022 0.079
C -11.8581 9.1361 -1.0014 0.019 -0.017 0.008 -0.067
C -10.5613 8.4697 -0.9501 0.091 0.021 -0.024 -0.273
N -9.5362 7.9543 -0.9126 -0.113 -0.040 0.020 0.145
H -11.8191 9.9628 -1.7077 -0.005 0.002 0.002 0.084
H -12.6236 8.4312 -1.3201 -0.007 0.010 -0.003 0.082
H -12.1143 9.5215 -0.0164 -0.005 0.009 -0.005 0.083
```
Forces are in eV/Å.

As for the HOMO energy: -10.37 eV. Its net charge is 0. The value obtained for the total energy is -133050.9506 eV. The spin multiplicity is 1.